No. 1
51
Properties=species:S:1:pos:R:3:forces:R:3:mulliken_charge:R:1 method="wB97M-V/def2-TZVPD" gap_ev=8.47 smiles="CCOC(=O)N/N=C/c1ccc(OCCSc2ccc(Cl)cc2)c(OCC)c1"
H 0.9281 -3.3029 -5.0997 -0.1 0.0 0.0 0.510
H -2.9858 1.9324 -2.2854 0.0 0.0 0.1 0.489
H -0.2363 3.6422 -5.0736 0.0 0.1 0.0 0.433
H -0.6773 -2.5834 -4.8409 0.0 -0.2 0.0 0.289
H -1.9630 3.9321 -1.2493 0.0 0.1 0.0 0.383
C 1.5772 -1.8427 8.6761 0.1 0.3 -0.3 -1.083
N 0.9477 -0.4742 3.5817 0.2 -0.4 -0.5 -0.314
H 0.4814 -3.2986 -2.7021 0.0 0.1 0.0 0.469
H -1.2909 1.2195 0.8559 -0.1 0.1 0.0 0.296
O -1.5643 0.6336 -1.7972 0.3 -0.3 0.1 -0.319
H 1.4904 -2.4961 -0.7927 0.0 -0.1 -0.1 0.362
C 0.0346 -1.0159 -1.3307 -0.1 0.2 0.0 0.808
H 0.3777 0.7011 5.1728 0.2 -0.3 -0.1 0.287
C 0.8746 -1.6806 -0.4490 -0.1 0.0 -0.3 -0.603
H 1.5503 -2.6392 7.9368 0.0 -0.1 0.0 0.313
C -1.3615 3.0412 -1.4068 -0.1 -0.4 0.0 -1.081
C -0.6884 0.4115 0.4711 0.0 -0.1 0.1 -0.399
H 1.3265 1.7509 -5.3732 0.1 0.1 0.0 0.394
H 2.1215 -2.1903 9.5494 0.0 -0.1 0.1 0.353
H -0.8206 3.1401 -2.3444 0.0 0.0 -0.1 0.184
H -1.9555 -0.9829 -5.1539 0.0 -0.1 0.0 0.248
C 2.2751 -0.6223 8.0935 0.3 -0.3 0.3 -0.236
O 1.5529 -0.0800 6.9870 -0.2 0.1 -0.3 -0.418
H -0.4354 0.9707 3.0494 0.1 -0.1 0.0 0.368
C -0.7612 0.0561 -0.8622 0.1 -0.2 -0.3 0.730
C 0.3894 -2.4567 -4.6756 0.1 0.7 0.2 -0.950
H -0.6371 2.9532 -0.6008 0.1 0.1 0.1 0.448
O -0.1045 -1.3148 -2.6513 -0.1 0.1 0.1 -0.152
C -2.4381 1.0734 -4.9505 0.0 0.1 0.0 -0.614
C 0.9389 -1.3124 0.8820 -0.2 0.3 0.2 -1.336
S 0.9821 -1.0076 -5.6115 0.0 -0.2 -0.1 -0.177
C -1.9561 2.3715 -4.9344 0.2 -0.1 0.0 0.463
C -0.2048 0.2627 -5.2743 0.1 -0.2 0.0 0.442
C 1.7464 -0.6975 5.7976 0.0 0.0 0.1 0.525
H -3.4942 0.8853 -4.8362 -0.1 0.0 0.0 0.413
C 0.1565 -0.2664 1.3572 0.1 -0.4 -0.8 -0.148
H 0.5595 -1.5931 8.9668 -0.1 0.0 0.1 0.294
H 1.5906 -1.8267 1.5682 0.1 -0.1 0.0 0.500
C -0.6027 2.6272 -5.0863 -0.2 0.1 0.0 -0.769
H -2.8273 1.6905 -0.5357 0.0 0.0 -0.1 0.403
C 0.2029 0.1289 2.7461 0.0 0.3 1.0 0.024
C 0.2695 1.5697 -5.2528 0.0 -0.2 0.0 -0.532
N 0.9593 -0.0807 4.8623 -0.6 0.9 0.4 -0.113
O 2.4883 -1.6178 5.6044 0.2 -0.2 0.0 -0.561
C 0.6991 -2.3373 -3.1923 0.2 -0.4 -0.1 -0.622
H 2.3236 0.1907 8.8208 0.0 -0.1 -0.1 0.279
C -2.2672 1.8157 -1.4712 -0.1 0.4 0.1 -0.576
H 3.2838 -0.8877 7.7613 -0.1 0.1 0.1 0.324
H 1.7642 -2.1031 -3.0573 -0.1 0.0 0.0 0.440
C -1.5623 0.0202 -5.1284 0.0 0.1 0.0 -0.280
Cl -3.0574 3.6908 -4.7206 -0.1 0.2 0.1 -0.189

=====

No. 2
12
Properties=species:S:1:pos:R:3:forces:R:3:mulliken_charge:R:1 method="wB97M-V/def2-TZVPD" gap_ev=8.62
C -0.8278 1.4843 -0.3429 1.3 -4.6 -0.8 -0.228
O -2.4425 -0.1530 -0.4605 0.4 -0.4 -1.6 -0.281
H -0.7988 2.4824 -0.4838 1.2 3.1 -0.8 0.480
N -2.1128 0.7325 1.3073 0.9 -0.7 1.1 -0.494
H 1.1165 -1.3032 0.1604 1.6 -0.4 -0.3 0.413
C -1.9780 -0.4621 0.7630 0.3 2.3 0.6 0.688
C 0.1679 0.5093 -0.5360 -0.8 3.4 0.5 -0.352
C 0.2393 -0.7399 0.1114 -2.3 -2.1 1.5 -0.198
H 1.1722 0.7776 -0.8826 -0.7 0.7 -0.1 0.317
N -2.2384 1.2545 -0.0449 -1.6 -0.9 0.1 -0.099
H -0.7265 -1.9950 1.7025 0.7 0.2 -0.8 0.353
C -0.7380 -1.2379 0.9050 -1.1 -0.8 0.6 -0.600

=====

No. 3
12
Properties=species:S:1:pos:R:3:forces:R:3:mulliken_charge:R:1 method="wB97M-V/def2-TZVPD" gap_ev=8.13
C 0.1617 -0.2647 0.2675 6.4 4.4 0.9 0.116
H 0.5826 2.1402 0.5158 -1.3 1.9 0.4 0.471
C 2.3515 -0.5207 -0.1551 0.0 -2.6 -1.7 -0.021
C 2.2407 0.9071 -0.2241 -2.3 0.5 2.4 -0.233
C 0.8769 1.1727 0.3447 4.1 -3.9 -3.8 -0.614
N 1.2294 -1.1435 0.1360 1.9 -1.4 -0.6 -0.565
H -1.1358 -1.8525 0.2332 0.1 1.6 -0.9 0.328
C -1.0136 -0.7338 0.0573 -4.3 -1.7 0.8 0.026
H -1.9801 1.4378 -0.1195 -0.3 -1.0 0.0 0.135
H 3.3183 -1.1349 -0.5819 -2.6 1.5 1.6 0.261
S -2.5215 0.1655 -0.1394 0.9 0.4 0.1 -0.199
H 3.2504 1.4015 -0.5110 -2.5 0.2 0.8 0.294

=====

No. 4
21
Properties=species:S:1:pos:R:3:forces:R:3:mulliken_charge:R:1 method="wB97M-V/def2-TZVPD" gap_ev="8.13 / 8.13"
C 0.8161 -0.0074 0.1039 0.6 0.3 0.5 0.481
H 2.0799 1.9490 2.4980 0.6 1.6 0.9 0.459
C 1.5023 -1.3046 1.9658 1.4 -0.3 0.9 -0.312
H -3.0751 -1.4894 -2.3572 0.1 1.1 -1.6 0.277
H 0.6464 -2.1479 0.2133 0.2 -0.1 0.0 0.382
C 0.1250 2.2907 -1.6097 -0.2 -1.1 -0.1 0.186
C 1.7848 1.0827 2.0187 -0.8 -2.3 -0.6 -0.643
H -1.7811 -0.7101 -3.5768 -1.6 0.1 1.0 0.344
H 1.8162 -2.2677 2.3129 -0.3 -0.5 0.6 0.334
H 0.8926 2.0814 0.1974 0.9 -0.3 1.2 0.226
C 1.2068 1.1680 0.7395 -0.7 -0.4 0.1 -0.291
N -0.0800 3.4149 -1.7284 -0.1 0.5 -0.1 -0.459
C -2.4879 -0.5722 -2.6864 2.6 -3.3 2.2 -1.026
C -1.9847 -0.6611 -0.0954 -0.4 -0.4 -0.6 0.118
Se 0.0875 0.1879 -1.6809 -0.3 -0.4 0.3 0.369
C 1.0012 -1.2609 0.7201 -1.6 0.9 -2.5 -0.393
C -1.5225 -0.6391 -1.4174 0.6 1.6 -1.9 0.267
N -2.3868 -0.8840 0.9558 -0.3 0.1 1.0 -0.479
C 1.9348 -0.1773 2.6481 -1.8 1.5 -4.4 -0.659
H 2.4861 -0.3569 3.4587 1.8 0.0 3.5 0.491
H -3.0617 0.3038 -2.6798 -0.8 1.2 -0.3 0.328

=====

No. 5
12
Properties=species:S:1:pos:R:3:forces:R:3:mulliken_charge:R:1 method="wB97M-V/def2-TZVPD" gap_ev="8.43 / 8.43"
H 1.8941 0.6066 -1.6489 0.0 0.0 0.0 0.146
H 1.1310 -1.9010 0.9504 -0.2 0.0 -0.1 0.261
C -0.2405 0.7820 0.4601 0.1 -0.2 0.0 0.073
H -2.1281 -0.0310 -0.4591 0.2 -0.1 0.0 0.265
H -0.8218 0.4900 -1.6661 -0.1 0.1 0.1 0.234
H 0.1538 -2.3989 -0.6070 0.0 0.2 0.2 0.253
C -1.0933 0.2749 -0.6316 -0.1 -0.1 -0.2 -0.307
C -0.3615 1.4012 1.7088 -0.1 0.4 0.8 0.026
N -0.4443 1.9518 2.7300 0.1 -0.5 -0.9 -0.440
N -0.0960 -0.5046 0.1036 0.0 0.2 0.1 -0.001
H 1.5850 1.0074 -1.0996 0.1 0.0 -0.1 -0.188
C 0.4214 -1.6783 0.1594 0.0 0.0 0.0 -0.323

=====

No. 6
76
Properties=species:S:1:pos:R:3:forces:R:3:lowdin_spin:R:1 method="wB97M-V/def2-TZVPD" multiplicity=2 gap_ev="6.92 / 7.96"
H -2.4664 -1.5807 -3.1012 0.3 0.0 0.0 0.000
H 1.1234 4.0314 -4.3637 0.0 -0.1 0.0 0.000
H -1.5618 5.5710 2.0959 0.2 0.1 0.1 0.000
H -2.2320 -1.5167 -0.8121 -0.2 -0.1 0.1 0.001
C 0.2382 -4.1032 2.0009 -0.2 0.4 -0.2 0.000
C -0.9645 -2.7016 -2.0473 0.5 -0.6 0.7 0.000
H 0.6543 -3.7977 -4.0385 -0.1 -0.3 0.1 0.000
H 2.6060 -1.5452 1.3964 0.0 0.1 -0.5 0.000
H 2.3065 0.1190 -1.8303 0.0 -0.3 0.0 0.000
C -1.3950 4.0999 -1.5898 -0.3 0.5 0.0 0.001
C 2.3751 -0.9955 0.4621 -0.5 1.0 -0.9 0.003
C -2.2319 -2.9889 1.2807 0.3 -0.3 -0.1 0.000
H -2.2051 4.6394 -2.0994 0.1 0.0 0.1 0.000
Cl -2.2994 1.1854 0.4973 -1.2 0.3 0.1 0.013
C 0.1388 -3.2400 0.9030 0.3 -0.6 0.3 0.000
O -0.3067 -0.8838 -0.6796 0.9 -0.2 0.5 0.016
H 0.0105 -4.3760 -1.1751 0.0 0.4 -0.2 0.000
H -1.0142 2.5266 -5.2529 -0.1 0.1 0.2 0.000
C -1.4902 -2.0520 -3.2838 0.1 0.1 -0.5 0.000
C 0.1516 -4.5066 -3.3626 0.3 -0.3 -0.4 0.000
H 1.2131 -4.5294 2.2572 -0.4 0.1 0.1 0.000
Ti -0.0048 0.9421 0.2122 -0.3 -2.1 -0.1 0.921
C -1.5815 2.9551 -4.4157 -0.1 0.0 -0.1 0.000
H 0.3318 -1.0460 5.1229 0.1 -0.1 -0.1 0.000
H 1.5976 4.3373 -2.6896 -0.1 -0.2 -0.1 0.000
N 2.6373 -1.6250 -0.6931 0.6 0.4 0.4 0.004
C -0.5735 5.6679 2.5563 -0.1 0.0 0.0 0.000
C 3.3042 -2.9170 -0.7320 -0.1 -0.1 0.1 0.000
H 0.8524 -5.3197 -3.1373 -0.1 0.1 -0.2 0.000
H -3.1620 -2.5131 0.9649 0.1 -0.3 0.2 0.000
H -1.8952 3.9675 -4.7019 0.0 -0.1 0.0 0.000
H 1.2824 4.6141 4.2515 0.0 -0.1 -0.1 0.000
C 1.1872 3.5809 -3.3655 0.0 0.4 -0.5 0.001
H -0.6807 6.0596 3.5752 0.0 -0.1 -0.2 0.000
Si -0.5341 3.0599 -2.8621 0.2 -0.9 0.0 0.001
H 1.6520 -1.3909 -2.5470 0.2 0.2 0.3 0.000
H -3.0395 -4.0433 2.9716 0.3 0.0 0.0 0.000
C -1.5024 0.2712 3.8535 -0.5 0.1 -0.1 0.000
C -1.0967 -2.7454 0.5154 -0.6 0.0 -0.5 0.001
C 0.5556 -1.2258 4.0663 0.2 0.0 0.4 0.000
H 2.6711 -3.6681 -1.2302 0.1 0.2 0.2 0.000
H -1.8432 3.5142 -0.7813 0.1 0.0 -0.2 0.000
Cl -0.5560 1.0007 -2.1735 -0.3 1.6 -2.0 -0.002
H 0.0336 6.3726 1.9685 -0.1 -0.2 0.1 0.000
H -2.2343 0.5888 3.1078 0.1 0.0 0.1 0.000
H -0.7131 4.8381 -1.1563 0.0 -0.1 0.0 0.000
H 1.8936 2.7450 -3.4180 -0.2 0.1 0.1 0.000
C -0.9113 -4.3875 2.7506 0.0 -0.1 0.0 0.000
C -1.2128 -1.9266 -0.7562 0.2 0.5 0.5 0.003
C -2.1431 -3.8293 2.3889 0.1 0.1 0.2 0.000
H -1.9675 -0.3970 4.5874 0.1 0.1 -0.1 0.000
H -2.4811 2.3444 -4.2638 0.2 0.2 0.0 0.000
O -0.1445 -0.3823 1.9760 -0.2 -0.1 2.5 0.000
H -0.8398 -5.0413 3.6234 -0.1 0.2 -0.3 0.000
H 4.2428 -2.8328 -1.2989 -0.2 0.0 0.2 0.000
H -1.4766 3.4956 1.4740 0.3 0.0 0.1 0.001
H 1.7388 3.2476 3.1833 -0.2 0.2 -0.1 0.000
H 0.4466 -2.2958 3.8570 0.0 0.2 -0.1 0.000
H -0.6970 -4.9496 -3.9099 0.2 0.2 0.1 0.000
C 1.3645 4.2733 3.2126 0.1 0.1 0.1 0.000
O 0.0888 2.2109 1.8433 -0.9 2.1 1.3 0.015
H -0.8010 -1.2751 -3.6508 -0.3 -0.2 0.1 0.000
C -0.3683 -0.4321 3.1976 0.5 0.0 -2.1 0.000
H 3.5201 -3.2516 0.2898 0.0 0.0 -0.2 0.000
C -0.4901 3.3336 1.9383 1.0 -1.6 -0.2 0.003
H 3.4122 -1.1016 -2.5594 -0.1 0.1 0.2 0.000
H 2.0673 4.9390 2.6928 -0.2 -0.2 0.0 0.000
H 1.5941 -0.9381 3.8577 -0.2 -0.1 0.0 0.000
O 1.8964 0.1615 0.4986 1.2 -1.5 0.4 0.006
C -0.2472 -3.8375 -2.0892 -0.8 0.3 0.2 0.000
H 1.0090 -2.9719 0.2929 -0.6 -0.3 0.4 0.000
H -1.6155 -2.7935 -4.0822 0.0 0.2 0.1 0.000
N 0.0511 4.3570 2.5878 0.0 0.0 -0.1 0.000
Cl 1.3602 2.7039 -0.5638 0.7 0.9 0.0 0.011
H -1.1174 1.1489 4.3886 0.0 -0.1 0.0 0.000
C 2.4891 -0.9479 -1.9860 -0.3 -0.2 0.0 0.000